No. 1
63
Properties=species:S:1:pos:R:3:mulliken_charge:R:1 method="wB97M-V/def2-TZVPD" orbital_gap_ha=0.2265 e_lumo_ev=1.573 total_charge=-1
C -1.38743 -0.68147 7.85923 -1.297
C -0.02517 -0.77617 7.03413 -0.339
C -0.39352 -1.24346 5.57232 -0.462
Cl 0.21641 -2.92273 5.15481 -0.201
C 0.05585 -0.28105 4.43540 0.660
C -0.84071 -0.18939 3.26707 -0.908
C -0.50400 0.64419 2.12705 0.066
C 0.74792 1.41683 2.20870 0.626
C 1.66978 1.36930 3.32428 -0.809
C 1.30921 0.49507 4.44360 0.438
O 2.20948 0.40931 5.50723 -0.649
C 1.06313 2.33726 0.98232 -0.313
O 1.57908 3.40332 1.20261 -0.489
C 0.63016 1.79470 -0.39808 0.370
C -0.61792 0.98383 -0.48620 0.853
C -1.03313 0.47147 -1.78328 0.636
C -2.32409 -0.41010 -1.90577 -0.935
C -2.26673 -1.65587 -0.90909 -0.763
C -2.77176 -2.97983 -1.59801 -0.812
S -2.35828 -4.50285 -0.67984 1.197
O -1.11619 -4.37506 0.08173 -0.599
O -2.24498 -5.59088 -1.64554 -0.646
O -3.62033 -4.85385 0.32245 -0.498
C -0.22796 0.79414 -2.98535 0.306
C -0.61878 0.27563 -4.41786 -1.459
C 0.05263 -1.13745 -4.69708 0.008
O 1.06626 -1.51327 -4.16869 -0.441
C 0.97499 1.61345 -2.90479 0.677
C 1.83910 2.02588 -4.10239 -0.384
C 2.80005 1.09086 -4.73741 -0.102
C 3.54052 1.72117 -5.83474 -0.630
C 3.36991 3.08852 -6.28944 -0.202
N 2.49087 3.92524 -5.67177 -0.636
C 1.78945 3.37123 -4.65660 0.086
C 1.42517 2.11234 -1.57564 -0.024
C 2.73832 2.96113 -1.51148 0.163
O 2.76067 4.18845 -1.37992 -0.712
O 3.83394 2.26445 -1.59237 -0.796
C -1.37769 0.76538 0.84090 -0.011
O -2.58979 0.72113 0.91909 -0.555
H -2.08402 0.08831 7.42214 0.346
H -1.16659 -0.38781 8.91973 0.366
H -1.89929 -1.68297 7.83119 0.315
H 0.60421 -1.58089 7.50058 0.335
H 0.43786 0.23535 7.09733 0.334
H -1.51576 -1.30056 5.50844 0.393
H -1.78585 -0.78426 3.23157 0.303
H 2.59332 1.98416 3.27873 0.452
H 2.42772 -0.53974 5.60284 0.367
H -2.38495 -0.82517 -2.94586 0.207
H -3.22436 0.23168 -1.74322 0.332
H -2.93714 -1.43693 -0.03458 0.259
H -1.20063 -1.77817 -0.57650 0.557
H -2.45459 -3.06727 -2.66730 0.419
H -3.90080 -2.91756 -1.61103 0.418
H -3.29782 -5.37125 1.08692 0.365
H -1.72268 0.14123 -4.53212 0.606
H -0.19256 0.95027 -5.21670 0.456
H -0.45010 -1.79757 -5.47512 0.349
H 2.95861 0.05031 -4.39051 0.470
H 4.29940 1.09320 -6.36913 0.275
H 3.98470 3.50228 -7.12473 0.316
H 1.06688 4.06250 -4.14423 0.347

=====

No. 2
60
Properties=species:S:1:pos:R:3:mulliken_spin:R:1 method="wB97M-V/def2-TZVPD" orbital_gap_ha="0.2609 / 0.2593" e_lumo_ev="2.746 / 2.734" multiplicity=2 total_charge=-1
Co 0.34613 0.18961 1.49140 1.028
O -3.56994 1.17162 1.34449 0.000
C -2.43723 0.69038 1.31110 0.001
N -1.27264 1.21388 1.70331 -0.023
C -1.23361 2.09959 2.79881 -0.002
C -2.11461 3.13422 3.05925 -0.002
C -1.97156 3.87957 4.23119 -0.001
C -0.96266 3.58636 5.13169 0.000
C -0.07433 2.53760 4.88519 -0.001
C -0.20692 1.80026 3.72076 0.017
N 0.62332 0.74573 3.29542 -0.047
C 1.62109 0.21578 3.99061 -0.002
O 1.99830 0.39334 5.15165 0.008
C 2.42509 -0.72788 3.09250 0.017
C 3.52301 -1.40317 3.58559 0.000
C 4.26887 -2.18276 2.71295 -0.001
C 3.88634 -2.25369 1.38384 0.000
C 2.76248 -1.55356 0.96311 0.007
N 2.04353 -0.80815 1.80188 -0.018
C -2.29876 -0.78861 0.93682 -0.002
C -3.37102 -1.48433 0.40266 0.004
C -3.23810 -2.84902 0.20371 -0.002
C -2.04357 -3.46759 0.54119 0.004
C -1.01971 -2.69139 1.06095 0.001
N -1.14937 -1.38627 1.27102 0.017
H -2.90812 3.33706 2.35528 0.000
H -2.66124 4.69000 4.43495 0.000
H -0.85980 4.16790 6.04009 0.000
H 0.70228 2.28004 5.59006 0.000
H 3.76172 -1.28273 4.63270 0.000
H 5.13583 -2.72698 3.06720 0.000
H 4.43656 -2.84683 0.66654 0.000
H 2.39586 -1.61661 -0.04963 -0.002
H -4.27455 -0.93856 0.17176 0.000
H -4.05466 -3.42399 -0.21621 0.000
H -1.89372 -4.52795 0.39035 -0.001
H -0.05721 -3.12287 1.30650 0.001
C -0.10596 1.30479 -6.87732 0.000
C 0.02484 0.80181 -5.46445 0.000
C -0.81320 -0.18735 -4.97355 0.001
C -0.70925 -0.65595 -3.66631 0.000
C -1.64583 -1.73718 -3.19576 0.000
C 0.24800 -0.09616 -2.81786 0.005
C 1.09354 0.91489 -3.28699 -0.002
C 2.13809 1.54308 -2.40180 -0.003
C 0.97823 1.33556 -4.60629 0.000
C 0.38287 -0.61042 -1.39587 -0.019
O 0.57993 -1.82145 -1.22766 0.001
O 0.34931 0.29026 -0.49867 0.015
H -0.74533 0.65041 -7.47044 0.000
H 0.86663 1.36368 -7.36937 0.000
H -0.54320 2.30577 -6.90043 0.000
H -1.57056 -0.61384 -5.62438 0.000
H -2.42474 -1.91138 -3.93999 0.000
H -2.12241 -1.46514 -2.25329 0.000
H -1.10734 -2.66542 -3.00999 0.000
H 2.80913 0.78846 -1.98467 0.000
H 1.67606 2.04954 -1.55633 0.001
H 2.73733 2.25543 -2.96994 0.000
H 1.64677 2.11057 -4.96930 0.000

=====

No. 3
64
Properties=species:S:1:pos:R:3:mulliken_spin:R:1 method="wB97M-V/def2-TZVPD" orbital_gap_ha="0.2077 / 0.2077" e_lumo_ev="-0.858 / -0.856" multiplicity=2 total_charge=0
W 0.34426 0.49137 -0.15799 0.957
C 0.37902 -3.43871 -1.98666 -0.005
C 0.92411 -2.12253 -1.49828 0.025
O 0.20760 -1.52938 -0.60264 0.015
C 2.13006 -1.65990 -1.98704 0.003
C 2.88852 -0.60254 -1.41943 -0.007
C 4.36731 -0.57501 -1.63899 0.001
N 2.34620 0.30253 -0.62805 0.011
N 3.25918 1.04345 0.14930 0.003
C 1.25638 1.24460 1.54124 0.064
O 0.85559 -0.08391 1.58451 -0.020
C 0.40274 2.15712 2.35605 -0.064
C -0.69879 1.63018 3.02843 -0.013
C -1.59572 2.45958 3.69001 0.001
C -1.40968 3.83201 3.68754 0.003
C -0.30757 4.36634 3.02722 -0.001
C 0.59036 3.54156 2.37006 0.006
H -0.64205 -3.56727 -1.63538 -0.002
H 0.98605 -4.26056 -1.60500 0.001
H 0.40191 -3.48623 -3.07595 0.001
H 2.63884 -2.29028 -2.70377 0.000
H 4.64584 -1.24893 -2.44680 0.000
H 4.87267 -0.87817 -0.72067 0.000
H 4.70950 0.43965 -1.83926 0.000
H -0.85333 0.55947 3.02780 -0.002
H -2.44219 2.02554 4.20780 0.000
H -2.10725 4.47988 4.20346 0.000
H -0.13504 5.43637 3.03600 0.000
H 1.45992 3.96249 1.88393 -0.001
O -1.62536 0.72924 -0.11919 0.017
C -2.45659 1.73967 0.13258 0.017
C -3.75995 1.43635 0.53239 -0.018
C -4.65900 2.43587 0.83655 0.001
C -4.27927 3.77413 0.74378 -0.002
C -2.99957 4.08054 0.33475 0.009
C -2.07389 3.08337 0.01431 -0.001
C -0.72714 3.43994 -0.42039 0.023
N 0.30526 2.62458 -0.59090 -0.008
C 1.39669 3.39652 -0.94795 -0.008
C 1.00543 4.68927 -1.02717 -0.001
N -0.33232 4.69892 -0.70441 0.000
H -4.02809 0.39112 0.61641 -0.001
H -5.65930 2.17812 1.15953 0.000
H -4.97293 4.56383 0.99618 0.000
H -2.71042 5.12362 0.28803 0.001
H 2.38046 2.96880 -1.05231 0.002
H 1.55190 5.58527 -1.25789 0.000
H -0.91125 5.51504 -0.62530 0.000
F -1.94053 1.14713 -6.93570 0.000
C -0.89151 0.36007 -6.64516 0.000
F -1.21128 -0.88948 -7.01533 0.000
F 0.14044 0.76047 -7.39811 0.000
C -0.57189 0.42193 -5.17049 0.001
C 0.56966 1.04718 -4.70859 -0.002
C 0.79276 1.07877 -3.34338 0.010
N -0.04920 0.53991 -2.46484 -0.010
C -1.15326 -0.06368 -2.91648 0.013
C -1.45133 -0.14498 -4.26182 0.000
H 1.27973 1.49332 -5.38916 0.000
H 1.68024 1.54083 -2.93375 -0.001
H -1.80277 -0.48702 -2.16266 -0.005
H -2.35170 -0.64379 -4.59263 0.000
S 3.65572 2.38885 2.37254 0.001
C 2.73982 1.51145 1.27081 -0.013

=====

No. 4
62
Properties=species:S:1:pos:R:3:mulliken_charge:R:1 method="wB97M-V/def2-TZVPD" orbital_gap_ha=0.1790 e_lumo_ev=-5.440 total_charge=+1
Os -3.41444 -2.17656 -0.79166 1.046
Se 3.56509 -3.02330 0.72081 -0.271
P 2.37108 -1.49468 0.00524 -0.091
C 2.40305 0.01519 1.01121 0.622
C 2.42703 -0.15377 2.39698 -0.690
C 2.63026 0.93514 3.22417 -0.829
C 2.83437 2.19754 2.68020 -0.526
C 2.77342 2.38031 1.30853 -1.235
C 2.53948 1.29413 0.47453 0.439
C 2.74843 -1.09120 -1.72003 0.412
C 2.13668 -1.84572 -2.72150 -0.208
C 2.50110 -1.67540 -4.04634 -0.717
C 3.49279 -0.76286 -4.38229 -0.622
C 4.13151 -0.03892 -3.38660 -0.837
C 3.77030 -0.20769 -2.05832 -0.114
C 0.59048 -1.97877 -0.06142 0.262
C -0.62399 -1.32573 -0.07609 -0.118
N -1.56089 -2.32181 -0.26479 0.602
N -0.93372 -3.50540 -0.32141 -0.918
N 0.32513 -3.31172 -0.20138 -0.200
P -1.24191 0.32664 0.11879 0.328
Se -3.47057 0.01981 -0.07374 -0.228
C -0.66289 1.44984 -1.13131 1.013
C 0.19130 0.99728 -2.13067 -0.446
C 0.62641 1.87651 -3.11173 -0.464
C 0.18889 3.19027 -3.10181 -0.694
C -0.69234 3.63561 -2.11964 -0.806
C -1.12687 2.76954 -1.13518 -0.481
C -0.99864 0.92263 1.78192 1.240
C -1.48250 0.11642 2.81811 -0.807
C -1.43175 0.57332 4.11985 -0.794
C -0.91814 1.83744 4.38775 -0.642
C -0.42986 2.62916 3.36222 -0.786
C -0.46275 2.17588 2.05217 -0.179
H 2.34339 -1.14972 2.81526 0.469
H 2.66607 0.79368 4.29597 0.502
H 3.03968 3.03859 3.32959 0.470
H 2.92202 3.36359 0.88134 0.440
H 2.48106 1.45074 -0.59366 0.452
H 1.39256 -2.59072 -2.46620 0.465
H 2.02694 -2.27097 -4.81429 0.440
H 3.78435 -0.63602 -5.41596 0.426
H 4.92905 0.64641 -3.63997 0.429
H 4.31769 0.32239 -1.29052 0.550
H 0.52037 -0.03282 -2.15421 0.414
H 1.30232 1.52289 -3.87857 0.464
H 0.52324 3.87500 -3.86938 0.436
H -1.04263 4.65817 -2.12804 0.437
H -1.82628 3.11596 -0.38386 0.519
H -1.90046 -0.86147 2.60666 0.349
H -1.80513 -0.04550 4.92350 0.459
H -0.89791 2.20336 5.40541 0.429
H -0.02120 3.60664 3.57790 0.499
H -0.07225 2.79408 1.25733 0.469
C -6.64335 -4.15207 1.09942 -0.659
O -5.35463 -3.81274 0.51280 -0.273
C -5.15274 -2.53970 0.29359 0.614
O -5.90775 -1.62683 0.49828 -0.472
H -6.58674 -5.21573 1.29897 0.241
H -7.43234 -3.92622 0.38644 0.310
H -6.78546 -3.58185 2.01346 0.311
F -3.61541 -3.37825 -2.18781 -0.452

=====

Asked for energy above the lowest of the compared OMol25 structures with the same formula, charge and spin across the records above, the calculation gives 0.0 14.3 45.7 0.0 kJ/mol in order.